{
  "formula": "C5H15N2",
  "method": "the ωB97M-V functional and the def2-TZVPD basis",
  "elements": ["C", "C", "C", "C", "C", "N", "N", "H", "H", "H", "H", "H", "H", "H", "H", "H", "H", "H", "H", "H", "H", "H"],
  "coordinates": [[-0.04204, -1.22128, 1.62939], [-1.23554, -0.97763, -0.71910], [0.55465, 1.23321, -1.33282], [-0.81631, 1.74034, 0.62650], [-0.15688, -0.56930, 0.28206], [2.03204, -1.07663, -0.28894], [0.25293, 0.80518, 0.04513], [-0.22458, -2.35422, 1.78621], [0.85778, -0.96348, 2.30114], [-0.88372, -0.79962, 2.24628], [-2.19473, -1.01722, -0.13250], [-1.28338, -0.41760, -1.67547], [-1.12197, -2.03080, -0.99980], [-0.28606, 1.74048, -1.67630], [1.57957, 1.78356, -1.30222], [0.76037, 0.38196, -2.08684], [-0.52225, 2.78331, 0.59535], [-1.70805, 1.50569, 0.10368], [-0.94136, 1.31809, 1.60690], [2.21884, -0.78956, -1.21431], [2.01294, -2.12130, -0.39483], [1.14775, 1.04681, 0.60048]],
  "forces_ev_per_angstrom": [[-0.56, 0.29, 2.69], [-0.30, -0.89, 1.06], [3.64, -1.58, -1.62], [0.83, -1.26, 0.35], [2.75, -2.43, -2.57], [-2.01, -1.31, 1.85], [1.44, 2.11, 2.62], [0.42, 1.82, -1.26], [-0.97, -0.24, -1.68], [0.32, -0.30, -0.33], [0.47, 0.48, -0.82], [-0.12, -0.09, 0.97], [0.28, 0.14, 0.10], [-0.94, 1.41, -0.81], [-2.24, -0.40, -0.15], [-0.54, 1.07, 1.66], [0.07, -0.08, -0.02], [-0.86, 0.28, -0.72], [-0.14, 0.64, 0.77], [0.13, 0.51, -1.63], [-0.07, 1.02, 0.37], [-1.60, -1.20, -0.83]],
  "homo_energy_ev": [-12.63, -13.82],
  "e_above_lowest_ev": 4.807,
  "mol_weight_g_mol": 103.19,
  "lumo_energy_ev": [-4.185, -4.032],
  "charge": 1,
  "multiplicity": 1
}



{
  "formula": "C5H15N2",
  "method": "the ωB97M-V functional and the def2-TZVPD basis",
  "elements": ["C", "C", "N", "C", "C", "C", "N", "H", "H", "H", "H", "H", "H", "H", "H", "H", "H", "H", "H", "H", "H", "H"],
  "coordinates": [[1.60416, 0.99353, 1.47707], [2.06098, -0.29157, 0.93386], [0.92258, -0.86757, 0.13857], [0.39170, -0.04145, -1.04330], [-1.19534, -0.06982, -0.88301], [-1.99682, 1.05294, -0.00604], [-1.70989, -1.44555, -0.89399], [0.63410, 0.85646, 1.96029], [1.56635, 1.65468, 0.56319], [2.28671, 1.46459, 2.15390], [2.49138, -1.11667, 1.60105], [2.77790, -0.28445, 0.09144], [0.07173, -0.96100, 0.70136], [1.11814, -1.75901, -0.23179], [0.46958, -0.68477, -2.02803], [0.91954, 0.81037, -1.01615], [-1.49098, 0.28175, -1.83785], [-2.70037, 1.63141, -0.71994], [-1.29028, 1.78213, 0.33132], [-2.63643, 0.48697, 0.71532], [-1.95099, -1.73552, -1.83738], [-2.34373, -1.75744, -0.16987]],
  "forces_ev_per_angstrom": [[-0.04, 1.25, -1.17], [1.45, -3.05, -1.35], [-1.53, 0.84, 0.31], [-3.29, -5.37, -0.54], [-1.03, 1.76, -0.82], [-0.71, -1.76, -1.82], [1.17, 0.31, 0.42], [0.03, 0.36, -0.03], [-0.47, -0.13, 1.40], [0.41, 0.05, 0.44], [-1.07, 1.29, -0.45], [0.45, 0.90, 0.81], [0.37, -0.45, 0.28], [0.44, -1.54, -0.18], [0.72, 1.45, 2.05], [1.31, 3.28, -0.55], [0.09, 0.48, -1.20], [1.07, -1.18, 1.15], [0.17, 0.28, 0.96], [0.75, 1.06, -0.04], [-0.27, -0.12, 0.64], [-0.02, 0.30, -0.29]],
  "homo_energy_ev": -13.48,
  "e_above_lowest_ev": 2.216,
  "mol_weight_g_mol": 103.19,
  "smiles": "CC[NH2+]C[C@H](C)N",
  "lumo_energy_ev": -2.895,
  "charge": 1,
  "multiplicity": 1
}



{
  "formula": "C5H15N2",
  "method": "the ωB97M-V functional and the def2-TZVPD basis",
  "elements": ["N", "C", "C", "C", "N", "C", "C", "H", "H", "H", "H", "H", "H", "H", "H", "H", "H", "H", "H", "H", "H", "H"],
  "coordinates": [[0.37883, 1.86178, -1.35072], [-0.59831, 1.57026, -0.31752], [-1.76801, 2.53803, -0.40151], [-1.05264, 0.14546, -0.60847], [-0.01884, -0.75580, -0.40214], [-0.17940, -2.06921, -0.82346], [2.35175, -1.92300, 2.33532], [1.40208, -2.21390, 1.88389], [0.99451, 1.08429, -1.56384], [0.94910, 2.67418, -1.14974], [-0.17663, 1.59160, 0.69764], [-2.55510, 2.27729, 0.30797], [-2.18240, 2.52463, -1.41038], [-1.43881, 3.54982, -0.18114], [-1.45112, 0.06169, -1.64483], [-1.89055, -0.16790, 0.04034], [-0.40087, -2.08680, -1.91036], [-1.09161, -2.48018, -0.36689], [0.68959, -2.68321, -0.58698], [2.96281, -2.80897, 2.49453], [2.88737, -1.25799, 1.66472], [2.18825, -1.43208, 3.29358]],
  "forces_ev_per_angstrom": [[-0.01, -0.20, 0.13], [0.02, 0.08, 0.00], [-0.07, -0.08, 0.02], [0.51, 0.60, -0.34], [-0.33, -0.03, 0.18], [0.61, -0.25, -0.08], [0.12, -0.09, 0.01], [-0.01, 0.01, 0.12], [0.07, 0.00, 0.03], [-0.16, 0.13, -0.09], [0.04, -0.15, -0.05], [0.05, 0.04, 0.04], [-0.02, 0.03, 0.01], [0.01, 0.07, -0.01], [-0.11, -0.17, 0.08], [-0.14, -0.14, 0.04], [-0.10, 0.03, 0.10], [-0.24, -0.07, -0.03], [-0.14, 0.11, -0.02], [-0.07, -0.04, 0.00], [0.01, 0.13, -0.04], [-0.08, -0.01, -0.10]],
  "homo_energy_ev": -13.88,
  "e_above_lowest_ev": 4.909,
  "mol_weight_g_mol": 103.19,
  "lumo_energy_ev": -8.444,
  "charge": 1,
  "multiplicity": 1
}



{
  "formula": "C5H15N2",
  "method": "the ωB97M-V functional and the def2-TZVPD basis",
  "elements": ["N", "C", "C", "C", "C", "C", "N", "H", "H", "H", "H", "H", "H", "H", "H", "H", "H", "H", "H", "H", "H", "H"],
  "coordinates": [[1.30130, -2.00205, -0.84209], [-0.71065, -0.11575, -0.48858], [-0.87999, -0.18378, 0.93968], [0.42099, -0.21244, 1.77658], [-1.85363, 0.99248, 1.30388], [0.00531, 0.98741, -1.17029], [1.41867, 0.72193, -1.51446], [1.17480, -3.00378, -0.87278], [1.19476, -1.60889, -1.77390], [0.59179, -1.62139, -0.23272], [-1.42981, -0.62725, -1.13224], [-1.40854, -1.09466, 1.16043], [0.78154, -1.23127, 1.88768], [0.29353, 0.25383, 2.74234], [1.25633, 0.27910, 1.27557], [-2.25172, 1.47183, 0.40568], [-1.32934, 1.76231, 1.86271], [-2.66446, 0.62169, 1.92209], [-0.05039, 1.87459, -0.53279], [-0.49005, 1.20671, -2.10162], [1.91890, 1.57479, -1.68562], [1.90950, 0.12638, -0.87253]],
  "forces_ev_per_angstrom": [[0.06, 0.14, -0.31], [-0.94, 1.53, -0.40], [0.82, -1.27, 0.95], [0.50, 0.28, -0.60], [-0.07, 0.57, -0.55], [1.40, 0.20, -0.26], [-0.57, -0.47, -0.33], [-0.13, -0.17, -0.08], [0.16, -0.17, -0.02], [-0.02, -0.15, 0.38], [0.18, -0.38, 0.24], [-0.42, -0.38, 0.11], [-0.26, -0.16, 0.24], [-0.17, -0.04, 0.22], [-0.15, 0.38, 0.01], [-0.31, 0.00, 0.23], [0.31, -0.02, -0.10], [-0.06, -0.19, -0.16], [-0.26, -0.07, 0.37], [-0.39, 0.05, -0.32], [0.10, 0.28, 0.05], [0.23, 0.05, 0.32]],
  "homo_energy_ev": -13.93,
  "e_above_lowest_ev": 3.721,
  "mol_weight_g_mol": 103.19,
  "lumo_energy_ev": -6.921,
  "charge": 1,
  "multiplicity": 1
}



{
  "formula": "C5H15N2",
  "method": "the ωB97M-V functional and the def2-TZVPD basis",
  "elements": ["C", "C", "N", "C", "C", "C", "N", "H", "H", "H", "H", "H", "H", "H", "H", "H", "H", "H", "H", "H", "H", "H"],
  "coordinates": [[-2.31722, 2.11305, 0.06958], [-1.13174, 1.72191, -0.79749], [-0.73237, 0.29928, -0.73496], [0.67708, -0.09094, -0.76946], [0.88803, -1.42091, 0.00394], [2.36869, -1.57839, 0.39982], [0.00821, -1.38859, 1.24186], [-3.21022, 1.55832, -0.23230], [-2.18935, 1.94392, 1.14695], [-2.49122, 3.17105, -0.13593], [-1.13793, 2.12288, -1.82029], [-0.26931, 2.29152, -0.40684], [-1.18368, -0.10484, -1.55078], [1.12277, -0.17078, -1.75458], [1.32250, 0.67697, -0.32542], [0.53186, -2.26230, -0.59557], [3.07899, -1.17824, -0.31432], [2.48660, -0.96053, 1.31637], [2.59842, -2.59503, 0.69783], [-0.56630, -2.22570, 1.29269], [-0.47266, -0.47263, 1.20618], [0.61886, -1.45002, 2.06272]],
  "forces_ev_per_angstrom": [[-0.43, -0.36, -0.76], [2.22, 0.99, 0.94], [-0.47, -0.16, -0.58], [0.04, 0.43, 0.52], [0.69, 0.33, -1.07], [-0.94, 0.48, 1.38], [1.54, -0.18, 0.25], [-0.03, 0.13, 0.02], [0.30, 0.10, -0.33], [-0.19, -0.04, 0.32], [-0.72, -0.43, 0.03], [-0.12, -0.18, 0.14], [-0.08, -0.51, 0.34], [-0.16, -0.42, -0.43], [-0.39, 0.08, 0.42], [0.04, 0.13, 0.06], [-0.13, -0.21, -0.34], [0.25, -0.18, -0.44], [0.22, -0.18, -0.24], [-0.70, 0.45, -0.12], [-0.78, -0.52, -0.12], [-0.15, 0.27, -0.01]],
  "homo_energy_ev": -13.56,
  "e_above_lowest_ev": 0.855,
  "mol_weight_g_mol": 103.19,
  "smiles": "CCNC[C@@H](C)[NH3+]",
  "lumo_energy_ev": -3.212,
  "charge": 1,
  "multiplicity": 1
}